one) A single C5H8O4 molecule, computed with ωB97M-V with the def2-TZVPD basis set.

Last column: Mulliken charge in e.
Geometry (Å):
C  -0.2742  -2.2305  0.7236  -1.156
C  -0.3118  -1.5627  -0.4307  0.685
O  -0.6649  -2.0936  -1.6093  -0.445
C  -0.0126  -0.0921  -0.5751  0.472
O  -0.4852  0.5130  -1.5121  -0.601
C  0.8162  0.7223  0.4335  0.173
O  1.4477  0.0001  1.4524  -0.596
C  -0.1099  1.7756  1.0712  -0.556
O  -0.4618  2.7971  0.1696  -0.539
H  -0.5667  -3.2818  0.7882  0.249
H  -0.0259  -1.7515  1.6612  0.346
H  -1.0569  -2.9839  -1.4532  0.333
H  1.5423  1.2962  -0.1516  0.262
H  2.0895  -0.6258  1.0619  0.390
H  0.4647  2.2548  1.8816  0.319
H  -1.0201  1.3025  1.5202  0.270
H  -0.7597  2.3804  -0.6474  0.393

Values from the calculation:
**Charge**: 0
**LUMO energy**: 0.12 eV
**HOMO level**: -9.760 eV
**Spin multiplicity**: 1
**Kohn-Sham gap**: 0.36323 Eh

***

two) A single C5H8O4 molecule, computed with ωB97M-V with the def2-TZVPD basis set.

Last column: Mulliken charge in e.
Geometry (Å):
C  -1.0738  0.5190  1.1998  -0.080
C  -0.5133  -0.5111  -1.5195  -1.349
C  0.3000  0.4260  0.8119  1.180
C  0.6387  -0.1566  -0.6210  1.046
C  1.8867  -0.6869  -0.7976  -1.482
O  -1.6601  -0.2868  2.0569  -0.410
O  -1.7904  1.4354  0.6019  -0.544
O  1.1376  0.0670  1.8351  -0.542
O  0.6137  1.4708  -0.0916  -0.704
H  -2.6064  -0.0817  2.1071  0.376
H  -1.0857  1.9186  0.0670  0.454
H  1.7784  -0.5654  1.4548  0.421
H  -1.1926  -1.2181  -1.0353  0.264
H  -1.0862  0.3754  -1.7914  0.318
H  -0.1414  -0.9592  -2.4399  0.412
H  2.0399  -1.4305  -1.5656  0.246
H  2.7549  -0.3158  -0.2725  0.396

Values from the calculation:
**Charge**: 0
**LUMO energy (alpha / beta)**: -0.04 / -0.04 eV
**HOMO level (alpha / beta)**: -6.996 / -6.996 eV
**Spin multiplicity**: 1
**Kohn-Sham gap (alpha / beta)**: 0.25556 / 0.25553 Eh

***

Most stable pick: one). Distance to second place: 2.421 eV.

***

one) A single C3H3N3 molecule, computed with ωB97M-V with the def2-TZVPD basis set.

Last column: Mulliken charge in e.
Geometry (Å):
N  2.7218  -0.8702  -0.3363  -0.312
C  1.6547  -0.5048  -0.0714  0.186
C  0.2873  -0.0549  0.3049  0.181
N  -0.7080  -0.8415  -0.2541  -0.502
C  -0.4238  1.6605  0.1336  0.140
N  -1.5349  2.0380  0.1283  -0.457
H  0.2152  0.1020  1.3677  0.205
H  -1.5952  -0.4062  -0.0485  0.308
H  -0.6172  -1.1229  -1.2241  0.251

Values from the calculation:
**Charge**: 0
**LUMO energy**: -0.87 eV
**HOMO level**: -10.946 eV
**Spin multiplicity**: 1
**Kohn-Sham gap**: 0.37017 Eh

***

two) A single C3H3N3 molecule, computed with ωB97M-V with the def2-TZVPD basis set.

Last column: Mulliken charge in e.
Geometry (Å):
C  -1.0605  -0.6626  0.3014  0.089
N  0.0029  -1.3838  0.1792  -0.463
C  0.9934  -0.5951  -0.0966  0.174
N  1.1540  0.6276  -0.4911  -0.463
C  0.0280  1.2436  -0.3315  0.086
N  -1.0373  0.6428  0.1542  -0.514
H  -1.9948  -1.1300  0.5567  0.387
H  1.9531  -1.0308  0.3059  0.318
H  -0.0388  2.2884  -0.5780  0.387

Values from the calculation:
**Charge**: 0
**LUMO energy**: 0.57 eV
**HOMO level**: -10.078 eV
**Spin multiplicity**: 1
**Kohn-Sham gap**: 0.39146 Eh

***

three) 2 unconnected molecules or ions with the total composition C3H3N3, computed with ωB97M-V with the def2-TZVPD basis set.

Last column: Mulliken charge in e.
Geometry (Å):
C  3.2864  -0.7447  -0.0090  0.092
C  1.8368  1.7598  -0.0874  0.581
C  0.2843  -0.1674  0.0035  -0.633
N  3.7524  -1.7588  0.1600  -0.235
N  2.5340  2.6547  0.0938  -0.378
N  1.2370  0.7531  -0.5616  -0.326
H  -0.6152  0.3005  -0.4883  0.331
H  0.7235  -1.1209  -0.4164  0.319
H  0.2252  -0.0181  1.2149  0.249

Values from the calculation:
**Charge**: 0
**LUMO energy (alpha / beta)**: -2.87 / -4.03 eV
**HOMO level (alpha / beta)**: -10.920 / -10.961 eV
**Spin multiplicity**: 1
**Kohn-Sham gap (alpha / beta)**: 0.29576 / 0.25455 Eh

***

four) A single C3H3N3 molecule, computed with ωB97M-V with the def2-TZVPD basis set.

Last column: Mulliken charge in e.
Geometry (Å):
N  -0.8131  2.7431  -0.2886  -0.389
C  -0.2371  1.8371  0.1460  0.251
C  0.4509  0.6600  0.6550  -0.081
N  1.4831  0.0006  -0.2572  -0.522
C  0.3711  -0.5698  -0.0926  0.333
N  -0.3819  -1.6274  -0.4294  -0.441
H  0.6446  0.6650  1.7267  0.337
H  -1.3542  -1.6071  -0.1664  0.254
H  -0.1633  -2.1015  -1.2935  0.258

Values from the calculation:
**Charge**: 0
**LUMO energy**: 0.53 eV
**HOMO level**: -10.409 eV
**Spin multiplicity**: 1
**Kohn-Sham gap**: 0.40185 Eh

***

Most stable pick: two). Distance to second place: 0.745 eV.

***

one) 2 unconnected molecules or ions with the total composition C3H3N3, computed with ωB97M-V with the def2-TZVPD basis set.

Last column: Mulliken charge in e.
Geometry (Å):
H  0.4615  1.8619  -0.2992  0.269
N  1.0479  1.1612  -0.5837  -0.476
C  1.4079  0.5148  0.4511  -0.264
C  2.2183  -0.6205  0.1476  0.330
N  2.9340  -1.4620  -0.0882  -0.313
H  0.9783  0.6340  1.3577  0.449
C  -1.6511  -1.0083  -0.3784  0.063
N  -2.4401  -0.6607  0.3597  -0.348
H  -1.1389  -1.4750  -1.1905  0.289

Values from the calculation:
**Charge**: 0
**LUMO energy**: -0.33 eV
**HOMO level**: -11.880 eV
**Spin multiplicity**: 1
**Kohn-Sham gap**: 0.42463 Eh

***

two) A single C3H3N3 molecule, computed with ωB97M-V with the def2-TZVPD basis set.

Last column: Mulliken charge in e.
Geometry (Å):
C  -0.3040  1.3131  0.0325  -0.253
C  -1.3541  0.3733  -0.1198  -0.188
N  -0.9748  -0.9592  0.0699  -0.160
N  0.2647  -1.2911  0.1073  -0.289
N  1.3399  -0.5004  -0.1164  -0.266
C  1.1202  0.7940  -0.0423  0.076
H  -0.4616  2.3320  0.4747  0.282
H  -2.4225  0.4278  -0.2829  0.426
H  1.7020  1.6132  0.1606  0.373

Values from the calculation:
**Charge**: 0
**LUMO energy**: -0.20 eV
**HOMO level**: -9.642 eV
**Spin multiplicity**: 1
**Kohn-Sham gap**: 0.34707 Eh

***

Most stable pick: one). Distance to second place: 1.028 eV.